# 1
Formula: C2H3FOTl
Source: the Open Molecules 2025 dataset
Level of theory: ωB97M-V with the def2-TZVPD basis set

XYZ file:
```
8
C2H3FOTl, DFT ωB97M-V with the def2-TZVPD basis set
Tl 1.843 -0.010 -0.284
F -1.455 1.277 -0.331
O 2.481 1.448 0.690
C -0.901 0.257 0.288
C -0.380 -0.779 -0.405
H -0.120 -1.679 0.162
H -0.466 -0.811 -1.497
H -1.002 0.297 1.376
```

Summary:
Expectation value of S² ... 0.82
HOMO (alpha / beta) ... -22.9 / -22.5 eV
Spin multiplicity ... 2
Total charge ... +2

Need the Löwdin charges? In units of e they are:
1 Tl 1.61
2 F 0.21
3 O -0.16
4 C -0.07
5 C -0.03
6 H 0.11
7 H 0.13
8 H 0.19

=====

# 2
Formula: ClFHOP
Source: the Open Molecules 2025 dataset
Level of theory: ωB97M-V with the def2-TZVPD basis set

XYZ file:
```
5
ClFHOP, DFT ωB97M-V with the def2-TZVPD basis set
Cl -1.530 1.460 0.178
P -0.368 -0.136 -0.657
F -1.051 -1.156 0.294
O 1.025 -0.065 0.218
H 1.925 -0.103 -0.033
```

Summary:
Structure (SMILES) ... OP(F)Cl
HOMO ... -10.5 eV

Need the Löwdin charges? In units of e they are:
1 Cl 0.12
2 P 0.50
3 F -0.33
4 O -0.32
5 H 0.03

=====

# 3
Formula: C14H24AsBrI2N2O2PtS
Source: the Open Molecules 2025 dataset
Level of theory: ωB97M-V with the def2-TZVPD basis set

XYZ file:
```
48
C14H24AsBrI2N2O2PtS, DFT ωB97M-V with the def2-TZVPD basis set
Pt 1.155 -0.389 -0.397
I 1.792 -2.882 -1.658
I 2.750 -3.445 0.767
Br -6.406 -2.934 3.107
As 1.470 1.022 2.774
S 2.447 1.120 0.850
O -0.037 -1.257 1.208
O -1.139 -0.557 -0.554
N 1.241 1.063 -5.227
N 1.269 0.730 -2.364
C -1.153 -1.100 0.572
C 2.316 1.700 -4.390
C -4.750 -1.181 1.615
C -4.786 -2.373 2.327
C -3.562 -0.777 1.034
C -0.050 0.961 -4.455
C 2.409 2.310 3.846
C -3.649 -3.153 2.486
C -2.413 -1.547 1.192
C -2.455 -2.725 1.932
C 0.197 0.150 -3.191
C -0.339 1.665 2.634
C 1.553 -0.593 3.808
C 2.521 0.882 -3.119
H 3.266 1.375 -2.498
H -5.644 -0.580 1.520
H -3.704 -4.078 3.042
H -3.520 0.141 0.461
H 1.886 2.427 4.795
H 1.070 -0.363 4.758
H 1.106 1.583 -6.096
H 3.421 1.955 4.030
H 3.237 1.754 -4.968
H 0.483 -0.871 -3.454
H 1.540 0.119 -5.487
H -1.556 -3.316 2.059
H 1.992 2.712 -4.151
H 0.972 1.629 -1.986
H 2.897 -0.115 -3.363
H -0.718 0.088 -2.603
H -0.767 1.348 1.687
H -0.378 1.973 -4.218
H -0.936 1.277 3.457
H 1.028 -1.402 3.308
H -0.804 0.482 -5.075
H 2.456 3.268 3.333
H -0.307 2.752 2.675
H 2.595 -0.851 3.978
```

Summary:
HOMO ... -13.1 eV
Total charge ... +2

Need the Löwdin charges? In units of e they are:
1 Pt 0.53
2 I 0.30
3 I 0.25
4 Br 0.81
5 As 0.79
6 S 0.15
7 O -0.22
8 O -0.08
9 N 0.07
10 N -0.17
11 C -0.61
12 C -0.08
13 C -0.10
14 C -0.68
15 C -0.01
16 C -0.07
17 C -0.24
18 C -0.10
19 C -0.15
20 C -0.01
21 C -0.20
22 C -0.22
23 C -0.22
24 C -0.17
25 H 0.14
26 H 0.11
27 H 0.11
28 H 0.12
29 H 0.06
30 H 0.06
31 H 0.19
32 H 0.05
33 H 0.15
34 H 0.08
35 H 0.19
36 H 0.12
37 H 0.15
38 H 0.13
39 H 0.12
40 H 0.11
41 H 0.02
42 H 0.15
43 H 0.06
44 H 0.02
45 H 0.15
46 H 0.05
47 H 0.05
48 H 0.05

=====

# 4
Formula: C12H30Cl2CuN2
Source: the Open Molecules 2025 dataset
Level of theory: ωB97M-V with the def2-TZVPD basis set

XYZ file:
```
47
C12H30Cl2CuN2, DFT ωB97M-V with the def2-TZVPD basis set
Cu -0.930 -0.404 0.661
Cl -3.609 -0.907 0.183
Cl -1.021 -0.538 3.333
N -0.652 2.142 0.363
N 0.471 -2.014 -0.294
C 1.473 -2.006 0.774
C -1.175 4.184 1.886
C 2.719 -2.899 0.650
C -0.117 -3.391 -0.562
C -0.695 -3.964 0.732
C 1.101 -1.518 -1.557
C -0.922 2.667 1.729
C -1.805 1.686 -1.846
C 1.823 2.422 0.617
C 0.239 -1.598 -2.792
C 0.609 2.657 -0.217
C -1.821 2.293 -0.450
H -0.957 2.115 -2.380
H 1.355 -0.486 -1.319
H -0.741 -1.223 -2.502
H -0.070 2.375 2.339
H -2.642 1.762 0.048
H 2.413 -3.936 0.467
H 1.838 2.989 1.546
H -0.327 4.818 2.142
H 0.848 -2.216 1.641
H -1.673 1.957 2.070
H -2.752 1.811 -2.370
H -1.305 -4.787 0.359
H -1.632 4.598 0.991
H -1.668 0.601 -1.792
H 0.657 -0.856 -3.471
H 0.795 2.223 -1.205
H 1.680 -0.941 0.826
H 0.661 -4.014 -1.032
H -0.948 -3.204 -1.238
H 1.788 1.368 0.894
H 3.335 -2.598 -0.199
H -2.047 3.367 -0.486
H 0.573 3.739 -0.437
H 3.345 -2.919 1.541
H 0.040 -4.349 1.448
H 2.068 -2.003 -1.766
H -1.395 -3.318 1.270
H 2.740 2.526 0.033
H 0.202 -2.536 -3.348
H -1.867 4.321 2.718
```

Summary:
HOMO ... -4.4 eV
Total charge ... -1

Need the Löwdin charges? In units of e they are:
1 Cu -0.01
2 Cl -0.42
3 Cl -0.37
4 N -0.20
5 N -0.21
6 C -0.27
7 C -0.07
8 C -0.07
9 C -0.22
10 C -0.09
11 C -0.26
12 C -0.24
13 C -0.09
14 C -0.10
15 C -0.09
16 C -0.27
17 C -0.30
18 H 0.06
19 H 0.11
20 H 0.06
21 H 0.08
22 H 0.07
23 H 0.06
24 H 0.07
25 H 0.06
26 H 0.07
27 H 0.07
28 H 0.08
29 H 0.07
30 H 0.05
31 H 0.03
32 H 0.07
33 H 0.10
34 H 0.09
35 H 0.11
36 H 0.10
37 H 0.06
38 H 0.06
39 H 0.10
40 H 0.12
41 H 0.07
42 H 0.07
43 H 0.10
44 H 0.07
45 H 0.08
46 H 0.07
47 H 0.07